1.
{
  "formula": "C29H30Cl3GeNNiOP2",
  "method": "ωB97M-V with the def2-TZVPD basis set",
  "total_charge": 1,
  "s_squared": 3.76,
  "e_lumo_ev": [-2.25, -5.43],
  "spin_multiplicity": 4,
  "e_homo_ev": [-10.30, -10.55],
  "fmax_ev_per_a": 1.17,
  "symbols": ["Ni", "C", "C", "P", "C", "C", "C", "C", "C", "C", "C", "C", "C", "C", "C", "C", "P", "C", "C", "C", "C", "C", "C", "C", "C", "C", "C", "C", "C", "H", "H", "H", "H", "H", "H", "H", "H", "H", "H", "H", "H", "H", "H", "H", "H", "H", "H", "H", "H", "H", "H", "H", "H", "N", "C", "O", "C", "C", "H", "H", "H", "H", "H", "H", "Cl", "Ge", "Cl", "Cl"],
  "positions_angstrom": [[0.4497, 0.9050, 1.4828], [-1.1407, 0.9802, -1.3248], [-2.2073, 0.0343, -0.6620], [-1.3342, -1.4225, 0.0573], [-2.5080, -2.8030, 0.2078], [-3.8911, -2.6552, 0.3109], [-4.7048, -3.7690, 0.4634], [-4.1429, -5.0375, 0.5111], [-2.7686, -5.1952, 0.3956], [-1.9542, -4.0819, 0.2384], [-1.0057, -1.0948, 1.8397], [0.3265, -1.2046, 2.2800], [0.6105, -1.2381, 3.6489], [-0.4122, -1.1562, 4.5739], [-1.7322, -1.0396, 4.1449], [-2.0254, -1.0054, 2.7951], [0.5739, 0.3675, -0.9601], [1.7521, 1.5921, -1.6571], [1.4084, 2.8399, -2.1661], [2.3909, 3.7101, -2.6271], [3.7269, 3.3418, -2.5766], [4.0809, 2.0945, -2.0723], [3.0994, 1.2276, -1.6168], [0.8502, -0.9429, -2.2227], [1.3261, -2.2049, -1.8757], [1.4977, -3.1822, -2.8417], [1.1779, -2.9110, -4.1681], [0.7259, -1.6507, -4.5253], [0.5784, -0.6637, -3.5568], [-1.2131, 1.9875, -0.9170], [-1.2984, 1.0504, -2.3991], [-2.8866, -0.3634, -1.4147], [-2.8132, 0.5678, 0.0721], [-4.3411, -1.6684, 0.2737], [-5.7777, -3.6488, 0.5484], [-4.7797, -5.9043, 0.6325], [-2.3312, -6.1848, 0.4197], [-0.8809, -4.2013, 0.1345], [1.1085, -1.4502, 1.5707], [1.6363, -1.3498, 3.9778], [-0.1877, -1.1934, 5.6319], [-2.5341, -0.9856, 4.8706], [-3.0568, -0.9325, 2.4705], [0.3669, 3.1414, -2.2087], [2.1094, 4.6747, -3.0321], [4.4890, 4.0186, -2.9402], [5.1215, 1.7968, -2.0398], [3.3825, 0.2525, -1.2327], [1.5604, -2.4224, -0.8394], [1.8744, -4.1583, -2.5624], [1.2851, -3.6828, -4.9198], [0.4926, -1.4294, -5.5587], [0.2647, 0.3311, -3.8547], [1.3137, 4.8838, 0.7688], [1.3044, 3.5785, 0.9957], [0.3028, 2.8824, 0.6800], [2.5083, 2.9502, 1.6397], [2.3609, 1.4516, 1.8829], [0.4779, 5.3406, 0.4402], [2.0830, 5.4550, 1.0750], [2.6523, 3.4891, 2.5823], [3.3721, 3.1839, 1.0086], [2.5215, 1.2010, 2.9294], [3.0256, 0.8655, 1.2550], [-1.7264, 5.1475, 2.3624], [-1.9592, 3.0717, 1.8746], [-0.6379, 1.9785, 3.2814], [-3.9378, 2.4407, 2.4439]],
  "forces_ev_per_a": [[0.835, 0.163, -0.805], [-0.120, -0.354, 0.125], [0.300, 0.188, 0.119], [0.323, -0.670, 0.018], [-0.339, 0.247, -0.040], [-0.013, -0.021, 0.000], [-0.006, 0.041, -0.013], [0.016, -0.015, 0.000], [0.021, 0.053, 0.011], [-0.034, -0.012, 0.009], [-0.128, -0.034, -0.010], [-0.287, -0.617, 0.240], [0.117, 0.087, -0.004], [0.026, 0.040, 0.045], [-0.062, -0.020, -0.009], [0.018, 0.156, -0.039], [0.170, 0.263, -0.478], [-0.133, 0.135, 0.119], [-0.088, -0.002, -0.045], [-0.037, -0.025, 0.009], [-0.008, -0.045, 0.010], [-0.041, 0.017, 0.004], [0.022, 0.054, 0.011], [0.012, -0.104, 0.190], [0.087, 0.078, 0.035], [0.027, 0.019, -0.055], [0.004, -0.040, 0.070], [0.008, 0.073, 0.044], [0.011, -0.013, -0.058], [0.003, 0.034, -0.013], [-0.047, -0.005, -0.043], [-0.013, 0.016, -0.064], [-0.081, 0.065, -0.031], [0.012, -0.019, 0.005], [0.033, 0.006, -0.016], [0.018, 0.007, -0.008], [-0.004, 0.012, 0.002], [-0.025, -0.019, -0.005], [0.057, 0.099, -0.088], [-0.017, -0.002, -0.005], [-0.009, -0.004, -0.013], [0.022, -0.002, -0.008], [0.005, -0.032, 0.011], [0.056, 0.003, -0.004], [-0.001, -0.030, 0.007], [0.006, -0.014, 0.008], [-0.027, 0.002, 0.000], [0.008, 0.011, -0.021], [-0.071, -0.035, -0.013], [-0.017, 0.025, -0.004], [0.019, 0.029, 0.015], [0.008, 0.008, 0.013], [-0.034, -0.036, -0.005], [-0.126, -0.037, 0.054], [0.037, -0.150, -0.106], [-0.107, 0.212, 0.185], [0.067, -0.103, 0.080], [-0.490, -0.102, -0.002], [0.020, 0.005, -0.063], [0.041, -0.031, -0.030], [0.075, 0.023, -0.032], [-0.013, 0.059, 0.002], [0.156, 0.000, 0.044], [0.099, -0.012, -0.001], [-0.019, 0.022, -0.007], [0.050, 0.014, 0.037], [-0.309, 0.355, 0.612], [-0.082, -0.020, 0.007]],
  "lowdin_spin": [1.48, 0.02, 0.01, 0.01, 0.00, 0.00, 0.00, 0.00, 0.00, 0.00, 0.02, 0.00, 0.03, 0.01, 0.02, 0.01, 0.04, 0.00, 0.00, 0.00, 0.00, 0.00, 0.00, 0.01, 0.00, 0.00, 0.00, 0.00, 0.00, 0.01, 0.00, 0.00, 0.00, 0.00, 0.00, 0.00, 0.00, 0.00, 0.00, 0.00, 0.00, 0.00, 0.00, 0.00, 0.00, 0.00, 0.00, 0.00, 0.00, 0.00, 0.00, 0.00, 0.00, 0.01, 0.02, 0.13, 0.03, 0.20, 0.00, 0.00, 0.00, 0.00, 0.01, 0.01, 0.13, 0.43, 0.15, 0.19]
}



2.
{
  "formula": "C12H15O6OsS",
  "method": "ωB97M-V with the def2-TZVPD basis set",
  "total_charge": 3,
  "e_lumo_ev": -13.50,
  "e_homo_ev": -18.20,
  "fmax_ev_per_a": 0.63,
  "symbols": ["Os", "O", "C", "O", "C", "O", "C", "C", "O", "O", "H", "H", "H", "H", "H", "C", "C", "C", "C", "C", "C", "C", "S", "C", "O", "H", "H", "H", "H", "H", "H", "H", "H", "H", "H"],
  "positions_angstrom": [[1.3064, -1.9047, 1.1936], [4.3492, -4.0557, 2.8954], [3.2439, -3.5005, 2.5971], [3.1043, -2.7327, 1.6089], [2.0729, -3.7912, 3.4841], [0.9490, -3.1431, 2.8731], [-0.3556, -3.7954, 2.8612], [-0.8770, -3.7693, 1.4398], [-1.8177, -4.3585, 1.0547], [-0.1088, -2.9871, 0.5851], [5.0926, -3.8183, 2.3043], [1.9141, -4.8647, 3.5996], [2.2684, -3.3524, 4.4673], [-0.2825, -4.8168, 3.2289], [-1.0122, -3.2134, 3.5068], [-3.5444, 3.6236, -3.9028], [-2.5395, 3.2065, -2.9420], [-1.1626, 3.0181, -3.3511], [-0.2199, 2.6509, -2.4662], [-0.5864, 2.4639, -1.0668], [-1.9976, 2.5840, -0.6710], [-2.9172, 2.9626, -1.5750], [0.4396, 2.1819, 0.1686], [2.1143, 2.3293, -0.4437], [1.1460, -0.3563, 0.5962], [-3.1574, 3.8488, -4.8913], [-4.1177, 4.4714, -3.4972], [-4.3056, 2.8243, -3.9690], [-0.9093, 3.1816, -4.3911], [0.8045, 2.5106, -2.7812], [-2.2641, 2.4122, 0.3656], [-3.9525, 3.0986, -1.2871], [2.2758, 1.7137, -1.3261], [2.7458, 1.9916, 0.3752], [2.3011, 3.3864, -0.6442]],
  "forces_ev_per_a": [[-0.542, -0.238, -0.223], [-0.006, 0.042, 0.049], [-0.047, 0.066, -0.049], [0.068, -0.001, 0.013], [0.017, 0.081, 0.163], [0.244, -0.024, -0.216], [-0.117, 0.056, 0.148], [0.104, 0.160, -0.109], [-0.099, 0.049, 0.041], [0.178, -0.108, 0.090], [0.005, -0.013, -0.002], [0.001, -0.010, -0.083], [-0.029, -0.069, 0.036], [0.054, -0.011, -0.036], [-0.032, -0.077, 0.039], [0.022, 0.012, -0.007], [0.031, -0.001, 0.022], [-0.040, -0.002, -0.012], [0.022, 0.050, 0.050], [-0.041, 0.051, -0.002], [0.057, -0.020, 0.007], [-0.024, 0.003, -0.023], [-0.120, 0.254, -0.158], [-0.024, -0.023, -0.007], [0.330, -0.186, 0.282], [-0.002, -0.005, -0.003], [-0.016, -0.013, 0.000], [-0.009, 0.012, 0.002], [0.000, -0.006, -0.001], [0.004, 0.014, -0.002], [-0.006, -0.010, -0.004], [-0.001, -0.010, -0.002], [0.003, -0.023, 0.012], [-0.001, 0.004, 0.005], [0.015, -0.008, -0.019]],
  "nbo_charge": [1.52, -0.54, 0.85, -0.62, -0.19, -0.53, -0.19, 0.73, -0.41, -0.63, 0.55, 0.28, 0.28, 0.26, 0.26, -0.72, 0.38, -0.18, -0.12, -0.19, -0.07, -0.23, 0.97, -0.79, -0.59, 0.28, 0.32, 0.33, 0.28, 0.27, 0.27, 0.29, 0.28, 0.29, 0.30]
}



Respective M values: 708.18 477.54 g/mol.
Respective energy relative to the best compared isomer or geometry (same formula, charge and spin) values: 72.2 0.5 kJ/mol.